Molecular formula: C9H6F3N5O4
Method: DFT, ωB97M-V/def2-TZVPD

Properties
Gap between HOMO and LUMO (eV): 6.82
SMILES: N#Cc1cc([N+](=O)[O-])cc2c1no[n+]2[O-].NCC(F)(F)F
Energy above the lowest of the compared OMol25 structures with the same formula, charge and spin (eV): 0.034
HOMO energy (eV): -9.78
LUMO (Eh): -0.1088

XYZ file:
```
27
Properties=species:S:1:pos:R:3:nbo_charge:R:1
F 0.22 -0.48 -4.69 -0.325
F 1.94 -0.89 -3.37 -0.325
F 0.18 -2.23 -3.33 -0.337
O -3.29 1.31 -0.49 -0.383
O -0.17 -2.71 3.34 -0.142
O -2.37 3.09 0.42 -0.340
O -1.58 -3.51 1.67 -0.307
N -2.47 1.85 0.31 0.490
N -1.45 -0.40 -2.17 -0.847
N 1.54 1.55 4.89 -0.230
N -1.03 -2.55 2.17 0.417
N 0.31 -1.48 3.79 -0.064
C -1.71 -0.40 0.98 -0.108
C -1.66 1.00 1.13 0.002
C 0.58 -0.92 -3.45 0.975
C -0.25 -0.59 2.93 0.120
C -0.85 1.61 2.14 -0.111
C -0.12 0.82 3.03 -0.154
C -0.08 -0.07 -2.37 -0.304
C -1.05 -1.17 1.93 0.016
C 0.78 1.24 4.07 0.250
H -1.96 0.21 -1.53 0.381
H -0.05 0.97 -2.74 0.227
H -1.61 -1.39 -2.03 0.373
H -0.82 2.69 2.21 0.276
H -2.27 -0.90 0.20 0.273
H 0.55 -0.22 -1.47 0.177
```